No. 1
# C9H16S

The molecule C9H16S in a non-equilibrium geometry (wB97M-V/def2-TZVPD, the OMol25 dataset).

Last column: Löwdin charge in e.
Cartesian coordinates (Å):
1 S 1.69022 -0.75203 0.76523  0.950
2 C -1.80797 -0.58659 -1.36903  -0.074
3 C -0.84655 -0.10402 -0.25513  -0.481
4 C 0.37133 -1.44771 -0.15684  -0.476
5 C -0.17155 -2.71724 0.12053  -0.186
6 C -1.64818 0.44493 0.90641  -0.058
7 C 2.71396 1.39692 -0.72517  -0.140
8 C -0.96696 0.93052 2.14699  -0.124
9 C 0.21851 0.84565 -0.76611  -0.221
10 C 1.55109 0.92113 0.08937  -0.650
11 H -2.68117 0.04265 0.94661  0.099
12 H -0.85401 -2.98519 -0.70382  0.078
13 H 0.50325 0.30984 -1.80666  0.150
14 H -2.68801 -1.10298 -0.98717  0.078
15 H -0.02083 1.84398 -1.18662  0.124
16 H -0.58069 1.98029 1.78815  0.106
17 H -1.21594 -1.12034 -2.13843  0.092
18 H 2.47310 2.47930 -0.97451  0.106
19 H -1.58695 1.11519 3.02624  0.065
20 H -0.81376 -2.84009 1.03501  0.105
21 H -0.02846 0.56653 2.53199  0.036
22 H 3.57586 1.20328 -0.10051  0.067
23 H 2.73451 0.89137 -1.68451  0.073
24 H -2.08448 0.40543 -1.69588  0.075
25 H 1.44784 1.67463 0.95973  0.115
26 H 0.71585 -3.39545 0.23412  0.092

Cartesian forces (eV/Å) of the 2 atoms listed first:
0.1 -0.8 -0.3
1.3 1.3 0.4

M: 156.3 g mol⁻¹
orbital gap (spin up / spin down): 7.26 / 7.78 eV
energy relative to the best compared isomer or geometry (same formula, charge and spin): 3.178 eV
spin multiplicity: 1
E_HOMO (spin up / spin down): -7.07 / -7.51 eV


No. 2
# C22H43IrN2P3S

A structure of composition C22H43IrN2P3S in a non-equilibrium geometry (wB97M-V/def2-TZVPD, the OMol25 dataset).

Last column: Löwdin charge in e.
Cartesian coordinates (Å):
1 Ir -0.28235 0.72150 0.48368  0.631
2 S 2.95648 -1.08613 -2.45458  1.112
3 P -1.14409 2.29782 -0.70619  0.579
4 P -1.68180 0.81428 2.26135  0.668
5 P 1.62078 1.82034 0.99550  0.668
6 N 1.00967 -5.12380 2.34794  0.348
7 N 0.21447 -1.21483 1.14898  -0.123
8 C 1.40171 -2.74842 2.57530  0.104
9 C -0.98336 0.19260 3.83936  -0.202
10 C 0.07779 -0.70352 -4.12378  -0.203
11 C 1.41439 -0.01981 -4.50706  -0.074
12 C 3.15628 0.88096 1.42854  -0.229
13 C -0.37260 -2.25416 0.50958  -0.087
14 C -2.91248 2.01077 -0.98657  -0.215
15 C 1.53404 -3.30089 -2.18733  -0.054
16 C -0.30164 2.34180 -2.33959  -0.189
17 C -3.07782 -0.28672 1.95926  -0.219
18 C -1.08898 3.97185 0.00039  -0.207
19 C 0.45843 -4.15606 -2.43006  -0.023
20 C -2.43340 2.38945 2.76968  -0.209
21 C 1.34016 2.95564 2.44466  -0.194
22 C 2.32214 2.92993 -0.30169  -0.234
23 C -0.16264 -3.57029 0.92003  0.077
24 C 0.75776 -3.84531 1.95296  -0.202
25 C -0.84850 -3.68107 -2.75108  0.005
26 C 1.49204 -1.92964 -2.41574  -0.563
27 C -1.05797 -2.32782 -2.81989  0.001
28 C 1.08572 -1.45479 2.15779  -0.112
29 C 0.09152 -1.36329 -2.75175  -0.335
30 H 1.64154 3.75495 -0.55893  0.040
31 H -0.19769 -0.53859 -2.08010  0.088
32 H -3.08813 0.97182 -1.28335  0.049
33 H -3.25379 2.66872 -1.79151  0.082
34 H -0.37497 1.37782 -2.85657  0.007
35 H 2.31004 3.37647 2.76901  0.087
36 H -2.04319 -1.88289 -2.96594  0.150
37 H -1.67354 3.14497 2.99283  0.056
38 H 0.51661 -5.89938 1.91485  0.173
39 H 0.65930 3.77033 2.14533  0.045
40 H 0.61084 -5.22709 -2.39252  0.131
41 H 2.51789 2.31988 -1.19531  0.042
42 H 4.04579 1.51563 1.27355  0.079
43 H -1.67034 -4.39981 -2.85713  0.149
44 H 1.53209 -0.58697 2.66116  0.095
45 H 1.62783 -5.31004 3.12845  0.174
46 H -3.50567 2.22718 -0.09147  0.052
47 H -3.81332 -0.14274 2.75286  0.084
48 H 1.79263 -0.61556 -5.38353  0.130
49 H 0.00539 0.61821 4.04490  0.041
50 H 0.88332 2.39084 3.27502  0.030
51 H -0.76757 -0.00280 -4.28384  0.131
52 H -1.02634 -2.01352 -0.33579  0.114
53 H -0.88434 -0.89738 3.79961  0.049
54 H 2.34645 -0.00099 -3.79726  -0.030
55 H -0.76359 3.11352 -2.96672  0.091
56 H -1.54634 3.98229 0.99315  0.032
57 H 2.12777 -2.89296 3.37919  0.159
58 H -2.73997 -1.32270 1.95356  0.044
59 H 3.22935 0.01342 0.75391  0.034
60 H 1.14607 1.00540 -4.80452  0.104
61 H -1.67726 4.62182 -0.65232  0.083
62 H -3.52548 -0.08174 0.98829  0.042
63 H -0.13857 -1.51259 -4.86099  0.147
64 H 3.27834 3.34447 0.05910  0.082
65 H -1.67086 0.47612 4.64753  0.087
66 H -3.02333 2.19428 3.67412  0.084
67 H 3.12986 0.53845 2.47513  0.054
68 H 0.76332 2.56787 -2.23137  0.028
69 H -0.65700 -4.38292 0.39931  0.143
70 H -3.10210 2.77530 1.99636  0.050
71 H 2.46884 -3.68878 -1.78327  0.133
72 H -0.07562 4.36928 0.07550  0.037

Cartesian forces (eV/Å) of the 2 atoms listed first:
0.8 -2.7 0.6
0.1 -0.5 0.6

M: 652.8 g mol⁻¹
total charge: +4
orbital gap (spin up / spin down): 6.30 / 5.00 eV
energy relative to the best compared isomer or geometry (same formula, charge and spin): 0.258 eV
spin multiplicity: 6
E_HOMO (spin up / spin down): -18.48 / -20.84 eV


No. 3
# C3H3N3O

The molecule C3H3N3O (wB97M-V/def2-TZVPD, the OMol25 dataset).

Last column: Löwdin charge in e.
Cartesian coordinates (Å):
1 O -1.57073 1.83512 1.01018  0.094
2 N 0.16570 0.44562 0.36615  -0.086
3 N 0.30964 -1.72851 0.05371  0.095
4 N 1.05218 0.29016 -0.66530  0.085
5 C -0.77822 1.49184 0.18283  -0.244
6 C 1.11278 -1.00325 -0.79941  -0.200
7 C -0.26460 -0.79898 0.75904  -0.131
8 H -1.01966 -0.91547 1.52830  0.138
9 H 1.71189 -1.45437 -1.57759  0.108
10 H -0.71899 1.83785 -0.85791  0.140

Cartesian forces (eV/Å) of the 2 atoms listed first:
0.4 -0.2 -0.3
-0.3 -0.1 -0.2

M: 97.1 g mol⁻¹
orbital gap: 11.23 eV
energy relative to the best compared isomer or geometry (same formula, charge and spin): 1.000 eV
spin multiplicity: 1
E_HOMO: -10.92 eV


No. 4
# CNO2S2

A cluster of 2 separate species, CNO2S2 in total in a non-equilibrium geometry (wB97M-V/def2-TZVPD, the OMol25 dataset).

Last column: Löwdin charge in e.
Cartesian coordinates (Å):
1 S 0.35240 -2.23435 0.97623  0.244
2 S 0.68116 -0.90331 -0.44428  0.315
3 O 1.98745 -0.18049 -0.45625  -0.409
4 O 0.22955 -1.35766 -1.72677  -0.408
5 N -1.89944 2.84582 0.94330  -0.259
6 C -1.35113 1.82998 0.70778  -0.484

Cartesian forces (eV/Å) of the 2 atoms listed first:
0.0 1.5 -0.5
3.9 -1.1 0.4

M: 122.2 g mol⁻¹
total charge: -1
orbital gap (spin up / spin down): 5.49 / 5.49 eV
energy relative to the best compared isomer or geometry (same formula, charge and spin): 3.391 eV
spin multiplicity: 1
E_HOMO (spin up / spin down): -5.07 / -5.07 eV


No. 5
# C2H6N2O2

A structure of composition C2H6N2O2 in a non-equilibrium geometry (wB97M-V/def2-TZVPD, the OMol25 dataset).

Last column: Löwdin charge in e.
Cartesian coordinates (Å):
1 O 1.23202 -0.26565 -0.48106  -0.407
2 O -2.98352 -0.31285 0.30679  -0.096
3 N -2.10710 0.40061 -0.44385  -0.128
4 N 0.19931 0.62323 -0.10055  0.016
5 C -0.82232 -0.28315 -0.39584  -0.109
6 C 2.55912 -0.02232 0.23418  -0.107
7 H 3.32090 -0.54757 -0.78434  0.161
8 H -0.74263 -1.52288 -0.18910  0.203
9 H 2.78299 -0.51184 1.33841  0.085
10 H -3.85806 -0.08916 -0.02501  0.098
11 H -1.88093 1.21890 0.19947  0.138
12 H 2.30024 1.31269 0.34090  0.145

Cartesian forces (eV/Å) of the 2 atoms listed first:
3.5 -0.2 1.7
-2.1 -1.7 1.4

M: 90.1 g mol⁻¹
orbital gap: 9.35 eV
energy relative to the best compared isomer or geometry (same formula, charge and spin): 8.980 eV
spin multiplicity: 1
E_HOMO: -8.60 eV


No. 6
# C3H6NOS

The ion C3H6NOS with charge -1 (wB97M-V/def2-TZVPD, the OMol25 dataset).

Last column: Löwdin charge in e.
Cartesian coordinates (Å):
1 S 0.19087 -0.95363 1.63524  0.151
2 O 1.55263 1.22050 -1.22361  -0.006
3 N -1.15756 1.40976 -0.56500  0.022
4 C -0.54754 0.11422 -0.84081  -0.483
5 C 0.97473 0.20065 -0.93156  -0.329
6 C -0.98062 -0.92162 0.22953  -0.708
7 H -1.12437 -1.93438 -0.14646  0.028
8 H -0.84113 -0.23095 -1.84651  0.120
9 H -0.48632 2.13855 -0.78102  0.049
10 H -1.95828 -0.55726 0.55686  0.030
11 H 1.47943 -0.76977 -0.78785  0.082
12 H -1.34588 1.44015 0.41908  0.043

Cartesian forces (eV/Å) of the 2 atoms listed first:
-0.1 0.1 0.0
0.3 0.1 0.0

M: 104.2 g mol⁻¹
total charge: -1
orbital gap: 6.84 eV
energy relative to the best compared isomer or geometry (same formula, charge and spin): 1.253 eV
spin multiplicity: 1
E_HOMO: -2.72 eV